91
Properties=species:S:1:pos:R:3:lowdin_charge:R:1 method="wB97M-V/def2-TZVPD" gap_ev=4.199 molar_mass_g_mol=1127.64 charge=-2
Ba -0.35 0.55 -0.02 1.864
O 1.07 -2.27 -3.44 0.074
C 0.60 -1.28 -2.66 -0.564
O 1.06 -1.02 -1.55 -0.211
C -0.91 -1.22 -2.93 -0.184
C -1.51 -1.58 -4.13 0.005
C -2.89 -1.47 -4.23 -0.053
C -3.64 -0.97 -3.17 -0.004
C -2.97 -0.61 -2.01 -0.179
N -1.66 -0.79 -1.92 0.013
C -3.69 0.10 -0.83 -0.663
O -4.89 -0.12 -0.72 -0.005
O -2.95 0.86 -0.14 -0.246
H 2.01 -2.40 -3.21 0.105
H -0.90 -1.94 -4.95 0.116
H -3.38 -1.75 -5.15 0.099
H -4.71 -0.85 -3.23 0.110
Se -2.22 -0.98 8.55 1.044
N -2.38 0.42 7.43 -0.236
C -1.96 0.02 6.26 -0.336
C -1.93 0.87 5.08 -0.096
C -2.40 2.19 5.10 -0.004
C -2.34 2.92 3.94 -0.030
C -1.82 2.33 2.79 -0.123
N -1.36 1.09 2.77 0.062
C -1.43 0.36 3.89 -0.142
C -0.97 -1.04 3.79 -0.145
N -0.51 -1.46 2.60 0.097
C -0.12 -2.72 2.48 -0.101
C -0.17 -3.63 3.53 -0.030
C -0.62 -3.21 4.76 0.001
C -1.03 -1.89 4.90 -0.098
C -1.51 -1.36 6.17 -0.333
N -1.56 -2.06 7.27 -0.235
H -2.79 2.60 6.02 0.111
H -2.70 3.94 3.90 0.104
H -1.75 2.88 1.86 0.092
H 0.29 -3.02 1.52 0.043
H 0.16 -4.65 3.37 0.090
H -0.67 -3.88 5.61 0.113
C 6.19 -8.99 1.39 -0.079
C 5.39 -7.77 1.02 -0.304
C 4.45 -7.23 1.88 -0.048
C 3.71 -6.09 1.56 -0.339
C 2.68 -5.60 2.53 -0.145
C 3.89 -5.44 0.32 -0.593
Te 2.84 -3.66 -0.17 0.649
C 4.83 -6.01 -0.57 -0.336
C 5.10 -5.41 -1.92 -0.130
C 5.55 -7.14 -0.21 -0.049
H 5.89 -9.37 2.37 0.062
H 7.26 -8.76 1.44 0.068
H 6.07 -9.79 0.66 0.068
H 4.28 -7.70 2.85 0.099
H 2.72 -6.17 3.47 0.065
H 1.69 -5.70 2.09 0.053
H 2.81 -4.54 2.74 0.040
H 4.20 -4.99 -2.35 0.006
H 5.52 -6.16 -2.60 0.062
H 5.82 -4.59 -1.85 0.075
H 6.27 -7.55 -0.92 0.105
N 2.61 10.86 2.16 0.119
C 2.36 9.76 1.97 -0.212
C 2.04 8.38 1.75 -0.262
C 0.80 7.87 2.12 -0.046
C 0.50 6.54 1.91 -0.037
C 1.42 5.67 1.31 -0.273
C 2.67 6.20 0.94 -0.035
C 2.98 7.53 1.15 -0.045
C 1.12 4.30 1.08 -0.253
C 0.93 3.10 0.90 -0.166
H 0.07 8.52 2.58 0.110
H -0.46 6.15 2.20 0.107
H 3.40 5.54 0.49 0.112
H 3.94 7.92 0.86 0.111
O 1.19 0.29 -3.81 0.036
C 0.91 1.44 -3.38 -0.579
O 0.10 1.76 -2.50 -0.105
C 1.72 2.58 -3.98 -0.095
C 2.26 3.53 -3.12 0.012
C 3.03 4.56 -3.61 -0.055
C 3.26 4.69 -4.97 -0.016
C 2.69 3.74 -5.81 -0.148
C 1.93 2.68 -5.34 0.064
N 2.91 3.87 -7.26 -0.358
O 3.61 4.79 -7.65 0.046
O 2.38 3.05 -7.99 0.064
H 2.05 3.45 -2.06 0.113
H 3.46 5.29 -2.93 0.102
H 3.85 5.49 -5.39 0.109
H 1.53 1.94 -6.02 0.129

***

129
Properties=species:S:1:pos:R:3:lowdin_charge:R:1 method="wB97M-V/def2-TZVPD" gap_ev=8.673 molar_mass_g_mol=1307.64 charge=+1
C 4.66 -0.03 -0.59 -0.061
C 4.40 0.05 -2.10 -0.252
O 3.70 -1.06 -2.64 -0.139
C 2.44 -1.24 -2.03 -0.209
C 1.47 -1.85 -3.05 -0.139
O 0.14 -1.70 -2.58 -0.077
C -0.64 -0.82 -3.33 -0.125
N -0.43 0.55 -2.83 0.062
C 0.58 1.36 -3.29 -0.019
C 0.49 2.49 -2.57 -0.295
P 1.68 3.87 -2.78 0.769
N 1.59 4.95 -1.65 -0.279
N -0.58 2.37 -1.72 0.000
C -0.99 3.44 -0.78 0.038
C -1.13 1.19 -1.91 -0.219
C -2.33 0.64 -1.22 -0.043
C -2.01 -0.39 -0.13 -0.765
O -2.60 -1.43 -0.11 0.050
Br -0.69 -0.04 1.24 0.776
H 5.35 -0.83 -0.34 0.065
H 3.74 -0.07 0.00 0.067
H 5.15 0.91 -0.32 0.085
H 5.38 0.05 -2.58 0.125
H 3.92 1.01 -2.33 0.091
H 2.07 -0.29 -1.63 0.112
H 2.55 -1.96 -1.21 0.122
H 1.66 -1.31 -3.99 0.127
H 1.74 -2.89 -3.22 0.128
H -0.39 -0.83 -4.39 0.139
H -1.67 -1.13 -3.21 0.141
H 1.33 1.12 -4.02 0.150
H 1.42 4.41 -4.06 0.031
H 2.94 3.23 -2.80 0.003
H 1.39 5.85 -2.11 -0.055
H -1.31 4.29 -1.38 0.110
H -1.81 3.05 -0.18 0.084
H -0.15 3.68 -0.14 0.093
H -2.89 1.47 -0.78 0.132
H -3.00 0.17 -1.94 0.138
C -0.01 9.17 0.29 -0.036
C 0.08 10.20 -0.81 -0.303
O 0.69 9.46 -1.87 0.152
C 0.33 8.16 -1.69 -0.541
O 0.44 7.32 -2.52 0.119
O -0.18 7.95 -0.46 0.081
F 0.88 11.23 -0.48 0.095
H 0.90 9.11 0.87 0.128
H -0.85 9.34 0.95 0.147
H -0.88 10.59 -1.15 0.176
C 4.52 -5.69 -0.80 -0.039
C 4.80 -4.58 -1.79 -0.296
O 4.70 -3.42 -0.98 0.109
C 5.06 -3.80 0.28 -0.537
O 5.34 -3.04 1.15 0.165
O 5.05 -5.14 0.41 0.088
F 3.84 -4.52 -2.75 0.077
H 3.46 -5.88 -0.68 0.147
H 5.02 -6.62 -1.06 0.146
H 5.78 -4.62 -2.26 0.180
C -2.89 -3.61 -5.03 -0.073
C -2.86 -2.77 -6.28 -0.301
O -2.39 -3.67 -7.25 0.137
C -2.79 -4.92 -6.85 -0.528
O -2.81 -5.87 -7.55 0.201
O -3.18 -4.90 -5.55 0.064
F -1.97 -1.73 -6.15 0.048
H -1.92 -3.63 -4.52 0.139
H -3.66 -3.30 -4.32 0.135
H -3.83 -2.37 -6.58 0.179
C 3.28 -3.03 3.61 -0.045
C 1.93 -2.84 2.98 -0.316
O 1.06 -2.77 4.09 0.112
C 1.80 -2.26 5.13 -0.539
O 1.34 -1.82 6.12 0.194
O 3.13 -2.31 4.84 0.087
F 1.57 -3.91 2.21 0.057
H 3.49 -4.08 3.82 0.156
H 4.08 -2.62 3.01 0.116
H 1.83 -1.93 2.38 0.150
C 2.69 7.33 4.80 -0.054
C 2.26 7.09 3.38 -0.305
O 1.72 8.34 3.00 0.099
C 2.38 9.29 3.74 -0.543
O 2.37 10.45 3.49 0.193
O 3.04 8.72 4.77 0.093
F 1.28 6.14 3.30 0.066
H 1.87 7.18 5.51 0.146
H 3.53 6.72 5.10 0.124
H 3.07 6.82 2.70 0.176
C -5.44 -7.93 -2.62 -0.048
C -6.04 -8.36 -3.93 -0.309
O -6.55 -7.14 -4.45 0.143
C -5.77 -6.15 -3.95 -0.548
O -5.74 -5.04 -4.37 0.164
O -5.02 -6.59 -2.91 0.070
F -7.06 -9.23 -3.75 0.082
H -6.17 -7.91 -1.81 0.147
H -4.59 -8.54 -2.32 0.143
H -5.32 -8.78 -4.64 0.177
C -1.91 -4.94 3.21 -0.046
C -0.85 -5.63 2.40 -0.329
O -1.58 -6.65 1.73 0.136
C -2.85 -6.18 1.58 -0.547
O -3.66 -6.64 0.85 0.177
O -3.07 -5.10 2.38 0.071
F 0.09 -6.21 3.19 0.079
H -2.07 -5.43 4.17 0.150
H -1.69 -3.89 3.38 0.136
H -0.36 -5.00 1.66 0.154
C -6.38 -1.71 -0.15 -0.047
C -7.33 -0.77 0.54 -0.307
O -6.94 0.49 0.02 0.135
C -6.43 0.26 -1.22 -0.562
O -6.24 1.10 -2.03 0.168
O -6.16 -1.05 -1.40 0.065
F -7.15 -0.77 1.88 0.083
H -5.43 -1.80 0.38 0.134
H -6.79 -2.71 -0.29 0.146
H -8.39 -0.95 0.32 0.178
C 2.90 4.38 8.10 -0.049
C 3.79 4.46 9.32 -0.312
O 4.98 5.02 8.79 0.144
C 4.61 5.80 7.73 -0.545
O 5.29 6.61 7.22 0.191
O 3.34 5.51 7.34 0.042
F 4.07 3.23 9.81 0.084
H 3.06 3.46 7.53 0.146
H 1.84 4.46 8.34 0.141
H 3.41 5.09 10.12 0.176

***

19
Properties=species:S:1:pos:R:3:lowdin_charge:R:1 method="wB97M-V/def2-TZVPD" gap_ev=10.312 molar_mass_g_mol=100.16 charge=0
C -0.37 -1.77 1.49 -0.100
C -1.21 -0.58 1.19 -0.160
C -1.02 0.38 0.30 -0.066
C 0.12 0.57 -0.70 -0.671
C 1.43 0.89 0.04 -0.035
N -0.12 1.68 -1.60 0.051
N 0.19 -0.60 -1.56 0.079
H -0.88 -2.68 1.16 0.080
H 0.61 -1.74 1.02 0.047
H -0.23 -1.86 2.57 0.076
H -2.11 -0.52 1.80 0.096
H -1.77 1.16 0.24 0.098
H 1.76 0.05 0.66 0.063
H 2.21 1.12 -0.69 0.076
H 1.30 1.75 0.69 0.078
H -0.32 2.53 -1.08 0.074
H -0.92 1.47 -2.19 0.077
H 0.46 -1.43 -1.05 0.058
H 0.88 -0.43 -2.29 0.078

***

15
Properties=species:S:1:pos:R:3:lowdin_charge:R:1 method="wB97M-V/def2-TZVPD" gap_ev="7.248 / 7.253" molar_mass_g_mol=100.12 charge=0
C -0.20 1.34 -0.23 -0.074
C -0.28 -0.08 0.19 -0.509
C -0.96 -1.21 -0.52 -0.069
C -1.35 -0.84 0.90 -0.067
O 1.05 -0.39 0.74 0.045
C 1.95 0.40 0.24 -0.175
O 2.26 0.69 -1.00 0.093
H -0.71 1.54 -1.17 0.039
H 1.39 0.99 -1.35 0.102
H -0.57 2.03 0.54 0.034
H -1.63 -0.95 -1.34 0.105
H -0.42 -2.14 -0.65 0.106
H -2.28 -0.31 1.06 0.108
H -1.07 -1.54 1.68 0.105
H 2.82 0.47 0.91 0.157

***

24
Properties=species:S:1:pos:R:3:lowdin_charge:R:1 method="wB97M-V/def2-TZVPD" gap_ev="7.860 / 7.861" molar_mass_g_mol=190.25 charge=+1
C -3.32 0.10 0.19 -0.731
C 2.65 -0.58 0.60 -0.131
C -1.29 1.45 0.36 -0.215
C -0.69 -0.86 -0.26 -0.639
C -0.18 -1.00 -1.66 -0.121
C 0.29 -1.18 0.84 -0.221
N -2.62 1.31 0.09 0.073
N 3.64 0.28 0.51 0.192
N 1.41 -0.25 0.80 0.074
O -4.50 0.03 0.32 0.077
O -0.51 2.30 -0.33 0.060
S -2.34 -1.40 0.04 1.046
H 2.89 -1.63 0.52 0.172
H -0.97 1.30 1.38 0.137
H -0.96 -0.73 -2.38 0.078
H 0.11 -2.03 -1.87 0.087
H 0.69 -0.36 -1.83 0.070
H 0.69 -2.20 0.74 0.132
H -0.20 -1.10 1.81 0.122
H -3.08 1.98 -0.51 0.175
H 4.59 -0.03 0.37 0.138
H 3.49 1.28 0.59 0.141
H 1.15 0.73 0.83 0.149
H -0.92 2.60 -1.15 0.134

***

15
Properties=species:S:1:pos:R:3:lowdin_charge:R:1 method="wB97M-V/def2-TZVPD" gap_ev=8.082 molar_mass_g_mol=124.12 charge=+1
C 2.68 -0.84 -0.15 0.015
C 0.35 0.31 0.19 -0.083
C -2.06 -0.33 -0.22 -0.387
C -2.87 -1.42 0.30 0.025
C 2.22 1.87 -0.08 -0.017
N 3.38 -1.70 -0.30 0.185
N -0.69 -0.26 0.43 0.321
N 1.53 0.61 0.17 0.038
O -2.27 0.45 -1.09 0.196
H -3.99 -1.29 0.03 0.158
H -2.81 -1.59 1.31 0.069
H -2.60 -2.33 -0.11 0.084
H 2.94 1.91 0.67 0.072
H 2.72 1.80 -1.15 0.154
H 1.46 2.80 0.00 0.172